C5H7N3 in the gas phase at a distorted geometry. Source: the OMol25 dataset; level of theory: ωB97M-V/def2-TZVPD.

```
! wB97M-V def2-TZVPD RIJCOSX def2/J DEFGRID3
* xyz 0 1
C 0.9768 0.7689 -0.3242
C -1.3438 0.3457 -1.1916
C 1.5615 0.3333 0.7898
C -3.6582 0.3604 -1.8758
C 3.0546 -1.0244 1.9861
N -0.1742 0.5007 -0.8561
N -2.2691 0.5319 -1.9814
N 2.1177 -0.8437 0.9048
H 1.9862 1.1349 1.3882
H -3.9424 0.0226 -0.9343
H -4.1282 -0.2054 -2.6715
H -4.0302 1.4193 -2.0607
H 3.5989 -2.1208 1.9642
H 2.3966 -0.8808 2.8821
H 3.8539 -0.3427 1.9804
*
```

- Calculated total energy: -9762.9871 eV
- LUMO energy (alpha / beta): -0.4 / -0.4 eV
- Relative energy (zero: lowest compared OMol25 entry of this formula, charge and spin): 6.401 eV
- Orbital gap (alpha / beta): 7.3 / 7.3 eV



C5H7N3 in the gas phase at a distorted geometry. Source: the OMol25 dataset; level of theory: ωB97M-V/def2-TZVPD.

```
! wB97M-V def2-TZVPD RIJCOSX def2/J DEFGRID3
* xyz 0 1
H 1.2126 2.4253 0.1790
N 1.9561 1.7184 0.0256
C 1.2325 0.3682 0.0963
C 2.0394 -0.8228 -0.0243
N -0.1029 0.2083 -0.0856
C -0.9755 -0.8642 -0.0179
C -2.2477 -0.4298 -0.0299
C -2.1127 0.9202 0.0319
N -0.9121 1.3242 -0.0566
H 3.1320 -0.5614 -0.0100
H 1.6868 -1.5852 0.7502
H 1.9742 -1.4846 -0.9444
H -0.8538 -1.8540 0.3168
H -3.0615 -1.0273 -0.0524
H -2.9674 1.6647 -0.1787
*
```

- Structure (SMILES): [H]/N=C(/C)n1cccn1
- Calculated total energy: -9765.3338 eV
- LUMO energy (alpha / beta): -0.1 / -0.1 eV
- Relative energy (zero: lowest compared OMol25 entry of this formula, charge and spin): 4.054 eV
- Orbital gap (alpha / beta): 8.9 / 8.9 eV



2 unconnected molecules or ions with the total composition C5H7N3 at a distorted geometry. Source: the OMol25 dataset; level of theory: ωB97M-V/def2-TZVPD.

```
! wB97M-V def2-TZVPD RIJCOSX def2/J DEFGRID3
* xyz 0 1
C -0.0322 -0.3709 -2.5827
C -0.8945 0.6614 -2.7020
C -0.4150 0.2611 -0.5685
C -0.2901 0.3745 0.8922
C 1.2280 -0.8169 1.6693
N 0.3094 -0.5892 -1.2512
N -0.8281 1.1444 1.6870
N -1.2067 1.0571 -1.3559
H 0.3362 -0.8654 -3.4459
H -1.4853 1.1654 -3.5040
H 0.9787 -0.7748 2.7125
H 2.0436 -0.2142 1.3829
H 1.1323 -1.7413 1.1326
H -0.6604 1.1795 2.6796
H -1.9134 1.6346 -0.9915
*
```

- Calculated total energy: -9766.4663 eV
- LUMO energy: 0.9 eV
- Relative energy (zero: lowest compared OMol25 entry of this formula, charge and spin): 2.921 eV
- Orbital gap: 9.5 eV



A molecular structure, C5H7N3 at a distorted geometry. Source: the OMol25 dataset; level of theory: ωB97M-V/def2-TZVPD.

```
! wB97M-V def2-TZVPD RIJCOSX def2/J DEFGRID3
* xyz 0 1
C -0.5898 -1.0053 2.5197
C 0.0646 -1.5484 1.4687
C 0.1531 -0.9602 0.1426
C 0.3984 -1.8460 -1.0199
C -0.5784 2.4400 0.8787
N -1.3299 0.6452 2.0169
N -0.0583 0.3312 0.0734
N -0.6036 0.9946 1.0807
H 0.8100 -2.3074 1.6083
H -0.0357 -2.8161 -0.8194
H 1.4452 -1.9855 -1.2114
H -0.1035 -1.3372 -1.9520
H -1.3216 2.5904 0.1969
H -0.8600 2.9448 1.9248
H 0.5116 2.7318 0.5038
*
```

- Calculated total energy: -9762.0578 eV
- LUMO energy (alpha / beta): -0.2 / -0.2 eV
- Relative energy (zero: lowest compared OMol25 entry of this formula, charge and spin): 7.330 eV
- Orbital gap (alpha / beta): 8.4 / 8.4 eV



C5H7N3 in the gas phase at a distorted geometry. Source: the OMol25 dataset; level of theory: ωB97M-V/def2-TZVPD.

```
! wB97M-V def2-TZVPD RIJCOSX def2/J DEFGRID3
* xyz 0 1
C -2.7132 0.0103 -0.4468
C -1.3916 0.4439 -0.5815
C -0.2128 0.0832 0.1520
N -0.6567 -0.6229 1.2535
C 0.8127 -1.0156 -0.4914
N 1.9759 -0.6444 -0.5647
N 2.0850 0.6576 -0.0013
C 0.9235 1.1478 0.2872
H -3.2143 -0.6994 0.2482
H -3.5737 0.5123 -1.2086
H -1.1883 1.4792 -1.2029
H 0.0866 -0.7630 2.0073
H -1.7343 -0.1440 1.6680
H 0.5744 -2.0603 -0.8761
H 0.7084 1.9257 1.0345
*
```

- Structure (SMILES): C=CC1(N)C=NN=C1
- Calculated total energy: -9763.3355 eV
- LUMO energy: 0.1 eV
- Relative energy (zero: lowest compared OMol25 entry of this formula, charge and spin): 6.052 eV
- Orbital gap: 9.3 eV



A molecular structure, C5H7N3O at a distorted geometry. Source: the OMol25 dataset; level of theory: ωB97M-V/def2-TZVPD.

```
! wB97M-V def2-TZVPD RIJCOSX def2/J DEFGRID3
* xyz 0 1
C 0.4702 -0.5256 -0.0365
C -1.8118 -0.2400 0.0289
C -3.1660 -0.1797 -0.4506
C 0.2005 1.0256 0.0544
C 1.2075 1.8854 -0.1659
H 3.4005 -1.3611 0.0495
H 2.7559 0.0756 0.7612
H -0.9770 -1.9836 1.0472
H -3.6369 -1.1424 -0.5814
H -3.6441 0.6467 -0.2755
H 1.3666 3.1109 0.0722
H 2.0864 1.4169 -1.0932
N 2.8632 -0.5420 -0.1427
N 1.5393 -1.2560 -0.1237
N -0.8051 -1.1713 0.2061
O -0.9920 1.0284 0.4825
*
```

- Calculated total energy: -11809.3718 eV
- LUMO energy: 0.5 eV
- Relative energy (zero: lowest compared OMol25 entry of this formula, charge and spin): 7.018 eV
- Orbital gap: 9.0 eV



Q: Among the records above, which one has the lowest relative energy (zero: lowest compared OMol25 entry of this formula, charge and spin)?
A: number 3



Q: Which formula does entry 2 have?
A: C5H7N3



Copy entry 3 word for word.
2 unconnected molecules or ions with the total composition C5H7N3 at a distorted geometry. Source: the OMol25 dataset; level of theory: ωB97M-V/def2-TZVPD.

```
! wB97M-V def2-TZVPD RIJCOSX def2/J DEFGRID3
* xyz 0 1
C -0.0322 -0.3709 -2.5827
C -0.8945 0.6614 -2.7020
C -0.4150 0.2611 -0.5685
C -0.2901 0.3745 0.8922
C 1.2280 -0.8169 1.6693
N 0.3094 -0.5892 -1.2512
N -0.8281 1.1444 1.6870
N -1.2067 1.0571 -1.3559
H 0.3362 -0.8654 -3.4459
H -1.4853 1.1654 -3.5040
H 0.9787 -0.7748 2.7125
H 2.0436 -0.2142 1.3829
H 1.1323 -1.7413 1.1326
H -0.6604 1.1795 2.6796
H -1.9134 1.6346 -0.9915
*
```

- Calculated total energy: -9766.4663 eV
- LUMO energy: 0.9 eV
- Relative energy (zero: lowest compared OMol25 entry of this formula, charge and spin): 2.921 eV
- Orbital gap: 9.5 eV